1.
Density functional theory data (ωB97M-V/def2-TZVPD) for the molecule C3H8O.

```
12
C3H8O ωB97M-V/def2-TZVPD
C -1.12 -0.65 0.58
C -0.27 0.17 -0.39
C 1.20 -0.06 -0.18
O -0.37 1.59 -0.25
H -2.18 -0.47 0.41
H -0.93 -1.73 0.44
H -0.88 -0.41 1.63
H -0.57 -0.12 -1.42
H 1.47 -1.09 -0.46
H 1.70 0.85 -0.70
H 1.42 0.08 0.89
H 0.53 1.86 -0.53
```

- lowest unoccupied orbital energy (eV) = 1.041
- energy above the lowest of the compared OMol25 structures with the same formula, charge and spin (kcal per mole) = 13.31
- Kohn-Sham gap (eV) = 11.3
- total charge = 0
- SMILES string = CC(C)O

2.
Density functional theory data (ωB97M-V/def2-TZVPD) for a cluster of 2 separate species, C3H8O in total.

```
12
C3H8O ωB97M-V/def2-TZVPD
C 1.55 1.57 0.59
C 0.40 0.69 0.19
O -0.59 0.50 0.84
H 2.49 1.20 0.19
H 1.59 1.65 1.67
H 1.42 2.57 0.19
H 0.50 0.22 -0.82
C -1.21 -2.22 -1.20
H -0.81 -2.47 -0.22
H -0.57 -2.73 -1.92
H -1.30 -1.16 -1.39
H -2.20 -2.67 -1.28
```

- lowest unoccupied orbital energy (eV) = 1.048
- energy above the lowest of the compared OMol25 structures with the same formula, charge and spin (kcal per mole) = 11.64
- Kohn-Sham gap (eV) = 11.0
- total charge = 0
- SMILES string = CC=O.C

3.
Density functional theory data (ωB97M-V/def2-TZVPD) for a cluster of 2 separate species, C3H8O in total.

```
12
C3H8O ωB97M-V/def2-TZVPD
C -1.88 0.64 0.76
C -1.32 1.91 0.72
H -1.91 0.05 1.67
H -2.28 0.19 -0.13
H -0.85 2.29 1.62
H -1.65 2.51 -0.12
C 1.95 -1.52 -0.47
O 0.86 -0.77 -0.98
H 1.55 -2.45 -0.06
H 2.50 -0.94 0.28
H 2.63 -1.70 -1.29
H 0.49 -0.18 -0.31
```

- lowest unoccupied orbital energy (spin up / spin down) (eV) = -4.925 / -10.297
- energy above the lowest of the compared OMol25 structures with the same formula, charge and spin (kcal per mole) = 48.24
- Kohn-Sham gap (spin up / spin down) (eV) = 11.6 / 4.0
- 2S+1 = 2
- total charge = +1

4.
Density functional theory data (ωB97M-V/def2-TZVPD) for the molecule C3H8O2.

```
13
C3H8O2 ωB97M-V/def2-TZVPD
O -0.92 1.51 0.21
C -1.13 0.09 0.25
C -0.14 -0.56 -0.72
C 1.26 -0.59 -0.11
O 1.58 0.60 0.56
H -1.09 1.87 1.08
H -2.17 -0.12 -0.03
H -0.96 -0.29 1.26
H -0.15 0.03 -1.65
H -0.47 -1.58 -0.96
H 1.33 -1.42 0.62
H 2.01 -0.78 -0.89
H 0.88 1.25 0.37
```

- lowest unoccupied orbital energy (eV) = 0.846
- energy above the lowest of the compared OMol25 structures with the same formula, charge and spin (kcal per mole) = 20.59
- Kohn-Sham gap (eV) = 10.7
- total charge = 0
- SMILES string = OCCCO

5.
Density functional theory data (ωB97M-V/def2-TZVPD) for a structure of composition C3H8O2.

```
13
C3H8O2 ωB97M-V/def2-TZVPD
C 1.02 0.07 -1.90
O -0.10 -0.35 -1.14
H -0.80 0.52 -0.84
H 1.85 -0.63 -1.79
H 0.74 0.11 -2.95
H 1.36 1.07 -1.59
C -0.70 -0.60 1.88
C -0.21 0.35 0.84
O 0.65 1.17 0.89
H -1.36 0.77 0.17
H -1.68 -0.99 1.61
H -0.76 -0.08 2.83
H 0.01 -1.41 1.98
```

- lowest unoccupied orbital energy (eV) = 1.000
- energy above the lowest of the compared OMol25 structures with the same formula, charge and spin (kcal per mole) = 84.62
- Kohn-Sham gap (eV) = 10.5
- total charge = 0

6.
Density functional theory data (ωB97M-V/def2-TZVPD) for the molecule C3H8O2.

```
13
C3H8O2 ωB97M-V/def2-TZVPD
C 1.54 -0.55 -0.29
C 0.13 0.00 -0.47
O -0.69 -0.83 -1.24
C -0.54 0.40 0.82
O -1.85 0.83 0.45
H 1.87 -0.78 0.74
H 1.98 0.37 -0.64
H 1.81 -1.37 -0.96
H 0.30 1.00 -1.01
H -1.52 -0.32 -1.23
H -0.58 -0.39 1.59
H 0.03 1.24 1.23
H -2.49 0.41 1.02
```

- lowest unoccupied orbital energy (eV) = 0.815
- energy above the lowest of the compared OMol25 structures with the same formula, charge and spin (kcal per mole) = 29.42
- Kohn-Sham gap (eV) = 10.7
- total charge = 0
- SMILES string = C[C@@H](O)CO

7.
Density functional theory data (ωB97M-V/def2-TZVPD) for a cluster of 2 separate species, C3H8O2 in total.

```
13
C3H8O2 ωB97M-V/def2-TZVPD
C 1.21 -0.22 0.85
C 0.53 0.88 0.56
C -0.93 0.97 0.27
O -1.58 -0.26 0.66
H 2.28 -0.15 0.94
H 0.79 -1.21 0.85
H 1.04 1.83 0.57
H -1.43 1.79 0.77
H -1.05 1.08 -0.80
H -2.50 -0.15 0.41
O 0.85 -1.72 -1.78
H -0.04 -2.08 -1.67
H 0.82 -0.77 -1.62
```

- lowest unoccupied orbital energy (eV) = 0.668
- energy above the lowest of the compared OMol25 structures with the same formula, charge and spin (kcal per mole) = 35.11
- Kohn-Sham gap (eV) = 10.5
- total charge = 0
- SMILES string = C=CCO.O

8.
Density functional theory data (ωB97M-V/def2-TZVPD) for the molecule C3H8O2.

```
13
C3H8O2 ωB97M-V/def2-TZVPD
C -1.15 0.89 -0.33
C -0.50 -0.29 0.39
O -1.01 -1.45 -0.25
C 1.05 -0.23 0.59
O 1.59 -0.17 -0.72
H -0.82 1.75 0.26
H -0.75 0.80 -1.47
H -2.22 0.65 -0.26
H -0.81 -0.14 1.47
H -0.61 -1.44 -1.21
H 1.16 0.68 1.13
H 1.49 -1.17 1.05
H 2.57 0.13 -0.65
```

- lowest unoccupied orbital energy (eV) = 0.729
- energy above the lowest of the compared OMol25 structures with the same formula, charge and spin (kcal per mole) = 39.43
- Kohn-Sham gap (eV) = 10.8
- total charge = 0
- SMILES string = C[C@@H](O)CO

9.
Density functional theory data (ωB97M-V/def2-TZVPD) for a cluster of 2 separate species, C3H8O2S in total.

```
14
C3H8O2S ωB97M-V/def2-TZVPD
C -1.00 0.19 0.16
O -1.11 1.50 -0.36
C 0.39 -0.42 0.31
C 0.81 -0.97 1.59
S 2.32 -2.06 1.57
H -1.51 -0.56 -0.44
H -1.55 0.28 1.05
H 0.66 -0.95 -0.53
H 1.09 0.42 0.08
H 0.91 -0.10 2.17
H -0.10 -1.55 1.94
H -1.01 1.38 -1.53
H 0.44 1.78 -3.01
O -0.34 1.06 -2.97
```

- lowest unoccupied orbital energy (eV) = 6.164
- energy above the lowest of the compared OMol25 structures with the same formula, charge and spin (kcal per mole) = 34.07
- Kohn-Sham gap (eV) = 5.8
- total charge = -2

10.
Density functional theory data (ωB97M-V/def2-TZVPD) for a structure of composition C3H8O2S.

```
14
C3H8O2S ωB97M-V/def2-TZVPD
C -0.69 -0.86 -0.78
C 0.79 -0.49 0.03
C 0.36 0.61 1.07
H -1.05 0.57 -2.82
H -1.72 -0.67 -0.08
H -0.79 -1.99 -1.38
H 1.77 -0.38 -0.55
H 1.50 -1.36 1.81
H 0.99 0.65 1.99
H -0.77 0.38 1.25
H -0.83 2.35 -0.30
O -0.57 0.38 -1.71
O 0.96 -1.65 0.88
S 0.05 2.47 0.62
```

- lowest unoccupied orbital energy (eV) = 0.373
- energy above the lowest of the compared OMol25 structures with the same formula, charge and spin (kcal per mole) = 123.87
- Kohn-Sham gap (eV) = 9.2
- total charge = 0

11.
Density functional theory data (ωB97M-V/def2-TZVPD) for a cluster of 2 separate species, C3H8O2S in total.

```
14
C3H8O2S ωB97M-V/def2-TZVPD
O 3.98 -0.38 -0.17
C 2.94 0.02 -0.58
O 1.93 0.60 0.14
H 2.54 -0.28 -1.57
H 1.12 0.24 -0.28
C -2.08 1.14 0.07
S -1.25 -0.17 -0.97
C -0.68 -1.19 0.46
H -2.98 0.84 0.62
H -1.33 1.54 0.75
H -2.30 1.90 -0.68
H -0.03 -1.98 0.10
H -1.62 -1.64 0.82
H -0.26 -0.64 1.29
```

- lowest unoccupied orbital energy (eV) = 0.669
- energy above the lowest of the compared OMol25 structures with the same formula, charge and spin (kcal per mole) = 18.98
- Kohn-Sham gap (eV) = 10.0
- total charge = 0
- SMILES string = O=CO.CSC

12.
Density functional theory data (ωB97M-V/def2-TZVPD) for a cluster of 2 separate species, C3H8O2S in total.

```
14
C3H8O2S ωB97M-V/def2-TZVPD
O -2.56 -3.73 1.83
C -2.13 -2.67 1.30
O -2.48 -1.41 1.57
H -1.49 -2.72 0.38
H -3.16 -1.37 2.22
C 2.04 1.82 -1.28
C 0.63 1.42 -0.71
S 0.48 -0.31 -0.44
H 2.70 1.64 -0.50
H 2.04 2.97 -1.38
H 2.21 1.28 -2.23
H 0.40 1.83 0.28
H -0.29 2.00 -1.18
H 1.61 -0.74 0.16
```

- lowest unoccupied orbital energy (eV) = 0.768
- energy above the lowest of the compared OMol25 structures with the same formula, charge and spin (kcal per mole) = 32.74
- Kohn-Sham gap (eV) = 9.8
- total charge = 0
- SMILES string = O=CO.CCS

13.
Density functional theory data (ωB97M-V/def2-TZVPD) for the molecule C3H8O2S.

```
14
C3H8O2S ωB97M-V/def2-TZVPD
C -0.73 -0.90 -1.33
S -0.63 0.38 -0.32
C 0.59 1.80 -0.61
O -1.88 0.82 0.20
O 0.45 -0.17 0.78
C 0.31 -1.29 1.67
H -1.42 -0.62 -2.19
H 0.16 -1.54 -1.61
H 0.44 1.91 -1.65
H 0.18 2.75 -0.32
H 1.58 1.58 -0.32
H -0.63 -1.47 2.11
H 0.90 -1.07 2.45
H 0.69 -2.17 1.15
```

- lowest unoccupied orbital energy (eV) = 0.796
- energy above the lowest of the compared OMol25 structures with the same formula, charge and spin (kcal per mole) = 100.09
- Kohn-Sham gap (eV) = 9.1
- total charge = 0
- SMILES string = C=[S@@](C)(=O)OC

14.
Density functional theory data (ωB97M-V/def2-TZVPD) for a cluster of 2 separate species, C3H8O3 in total.

```
14
C3H8O3 ωB97M-V/def2-TZVPD
O -3.57 -0.36 -0.96
C -2.92 0.62 -1.03
O -2.38 1.17 -2.18
H -2.64 1.19 -0.13
H -3.09 1.65 -2.61
C 2.84 -1.66 1.67
C 2.94 -0.15 1.72
O 2.28 0.49 0.62
H 3.40 -2.12 2.48
H 3.26 -2.08 0.77
H 1.83 -2.03 1.86
H 2.48 0.23 2.62
H 4.00 0.15 1.70
H 2.43 -0.03 -0.17
```

- lowest unoccupied orbital energy (eV) = 0.747
- energy above the lowest of the compared OMol25 structures with the same formula, charge and spin (kcal per mole) = 33.78
- Kohn-Sham gap (eV) = 11.1
- total charge = 0
- SMILES string = O=CO.CCO

15.
Density functional theory data (ωB97M-V/def2-TZVPD) for a structure of composition C3H8O3Pd.

```
15
C3H8O3Pd ωB97M-V/def2-TZVPD
H -0.12 -0.41 -2.39
O -1.58 0.05 -1.60
O 0.80 0.13 -1.64
C 1.63 -0.61 -0.78
C 1.49 -0.15 0.65
O 0.11 0.09 0.89
C -0.26 0.20 2.26
Pd -0.62 0.76 -0.50
H 2.67 -0.57 -1.12
H 1.27 -1.65 -0.87
H 2.08 0.76 0.86
H 1.85 -0.94 1.33
H -1.34 0.37 2.31
H -0.02 -0.75 2.77
H 0.29 1.02 2.73
```

- lowest unoccupied orbital energy (spin up / spin down) (eV) = -3.818 / -7.167
- Kohn-Sham gap (spin up / spin down) (eV) = 9.3 / 7.2
- 2S+1 = 4
- total charge = +1

16.
Density functional theory data (ωB97M-V/def2-TZVPD) for a cluster of 2 separate species, C3H8O3S in total.

```
15
C3H8O3S ωB97M-V/def2-TZVPD
O -0.40 0.97 1.96
C 0.66 1.32 1.54
O 1.85 1.31 2.19
C 0.85 1.84 0.11
C 1.39 0.73 -0.77
S 0.16 -0.56 -1.10
H 1.71 0.95 3.06
H -0.09 2.25 -0.28
H 1.49 2.74 0.08
H 2.16 0.19 -0.20
H 1.97 1.14 -1.60
H -0.94 0.11 -0.77
O -3.68 -4.11 -1.66
H -3.12 -3.87 -0.93
H -3.98 -5.01 -1.62
```

- lowest unoccupied orbital energy (eV) = 0.651
- energy above the lowest of the compared OMol25 structures with the same formula, charge and spin (kcal per mole) = 11.30
- Kohn-Sham gap (eV) = 9.8
- total charge = 0
- SMILES string = O=C(O)CCS.O

17.
Density functional theory data (ωB97M-V/def2-TZVPD) for a cluster of 3 separate species, C3H8O4S in total.

```
16
C3H8O4S ωB97M-V/def2-TZVPD
O -0.63 -0.25 -3.14
C -0.47 -0.51 -1.92
O 0.43 -1.30 -1.49
C -1.36 0.26 -0.94
C -0.92 0.23 0.56
S -1.67 1.56 1.60
H -2.41 -0.05 -0.90
H -1.36 1.25 -1.39
H -1.29 -0.73 0.92
H 0.17 0.28 0.55
H 0.93 2.13 2.69
H 1.50 2.09 1.27
O 1.69 2.42 2.17
H 1.73 -3.05 -0.46
H 1.50 -1.81 0.24
O 2.15 -2.54 0.24
```

- lowest unoccupied orbital energy (eV) = 6.054
- energy above the lowest of the compared OMol25 structures with the same formula, charge and spin (kcal per mole) = 8.87
- Kohn-Sham gap (eV) = 5.9
- total charge = -2

18.
Density functional theory data (ωB97M-V/def2-TZVPD) for a structure of composition C3H8O6P2.

```
19
C3H8O6P2 ωB97M-V/def2-TZVPD
C 1.83 -0.07 0.86
C 0.32 -0.33 1.13
C -0.64 -0.29 -0.08
O -1.40 -1.49 -3.65
O -2.16 0.22 -1.94
O -2.47 -2.44 -1.51
O 2.27 1.11 1.47
O -0.36 0.49 2.10
O -0.18 -1.20 -1.29
P -1.13 1.20 -1.03
P -1.57 -1.41 -2.16
H 2.55 -0.76 1.34
H 2.23 -0.11 -0.22
H 0.21 -1.30 1.54
H -1.65 -0.65 0.36
H 1.63 1.85 1.49
H -0.02 1.41 1.99
H 0.50 2.86 1.46
H 0.03 0.90 -1.88
```

- lowest unoccupied orbital energy (eV) = 6.233
- energy above the lowest of the compared OMol25 structures with the same formula, charge and spin (kcal per mole) = 52.75
- Kohn-Sham gap (eV) = 6.8
- total charge = -2

19.
Density functional theory data (ωB97M-V/def2-TZVPD) for a cluster of 2 separate species, C3H8OS in total.

```
13
C3H8OS ωB97M-V/def2-TZVPD
C 0.26 2.38 -1.87
S -0.80 3.84 -1.43
H 0.59 2.70 -2.87
H 1.18 2.37 -1.31
H -0.41 1.54 -1.79
H -1.32 4.01 -2.57
O 1.57 -3.30 2.21
C 0.79 -2.87 1.35
C -0.45 -2.16 1.85
H 1.00 -2.94 0.27
H -1.05 -1.44 1.27
H -0.14 -1.34 2.53
H -1.21 -2.79 2.34
```

- lowest unoccupied orbital energy (spin up / spin down) (eV) = 3.017 / 2.923
- energy above the lowest of the compared OMol25 structures with the same formula, charge and spin (kcal per mole) = 17.20
- Kohn-Sham gap (spin up / spin down) (eV) = 2.1 / 7.4
- 2S+1 = 2
- total charge = -1

20.
Density functional theory data (ωB97M-V/def2-TZVPD) for the molecule C3H8OS.

```
13
C3H8OS ωB97M-V/def2-TZVPD
C 1.04 1.57 0.68
O 0.56 0.69 -0.40
C -0.52 -0.12 0.01
C -0.93 -0.99 -1.12
S 0.03 -1.39 1.35
H 1.83 2.05 0.17
H 1.49 1.06 1.54
H 0.30 2.41 0.90
H -1.42 0.35 0.52
H -0.09 -1.23 -1.79
H -1.69 -0.55 -1.61
H -1.35 -1.95 -0.71
H 0.75 -1.91 0.45
```

- lowest unoccupied orbital energy (eV) = 1.013
- energy above the lowest of the compared OMol25 structures with the same formula, charge and spin (kcal per mole) = 26.20
- Kohn-Sham gap (eV) = 10.0
- total charge = 0
- SMILES string = CO[C@@H](C)S